(1)
This record from OMol25 describes an isolated molecule of C5H5NO. The level of theory is ωB97M-V/def2-TZVPD.

## Properties
LUMO   0.042 eV
Energy relative to the best compared isomer or geometry (same formula, charge and spin)   71.2 kcal per mole

The geometry in ORCA input format:
```
! wB97M-V def2-TZVPD RIJCOSX def2/J DEFGRID3
* xyz 0 1
C 2.916 -0.417 -0.224
C 1.862 -0.109 0.276
C 0.527 0.234 0.751
O 0.216 0.233 1.925
C -0.450 0.534 -0.338
C -1.598 -0.412 -0.443
N -1.789 0.941 0.039
H 3.850 -0.695 -0.662
H -0.036 0.978 -1.240
H -1.635 -1.235 0.269
H -2.002 -0.626 -1.429
H -1.844 0.943 1.058
*
```

Atomic partial charges in e from the Mulliken method, atoms 1 to 4:
1. C 0.306
2. C -0.380
3. C 0.160
4. O -0.544

(2)
This record from OMol25 describes the ion C4H13N3 with charge +1. The level of theory is ωB97M-V/def2-TZVPD.

## Properties
LUMO (spin up / spin down)   -2.834 / -7.562 eV
Energy relative to the best compared isomer or geometry (same formula, charge and spin)   20.0 kcal per mole
Expectation value of S²   0.7546

The geometry in ORCA input format:
```
! wB97M-V def2-TZVPD RIJCOSX def2/J DEFGRID3
* xyz 1 2
C 1.634 0.794 -0.507
N 2.672 0.327 -1.424
C 0.408 -0.096 -0.363
C 0.765 -1.532 0.116
N -0.597 0.486 0.462
C -1.991 0.221 0.270
N -2.852 0.083 1.366
H 2.131 0.876 0.468
H 1.394 1.811 -0.805
H 2.925 -0.606 -1.099
H 2.204 0.136 -2.303
H -0.014 -0.283 -1.359
H 1.027 -2.154 -0.744
H 1.624 -1.420 0.778
H -0.027 -2.173 0.509
H -0.286 0.830 1.371
H -1.949 -0.748 -0.247
H -2.527 0.864 -0.446
H -3.177 -0.857 1.484
H -2.924 0.801 2.059
*
```

Atomic partial charges in e from the Mulliken method, atoms 1 to 4:
1. C -1.090
2. N -0.594
3. C 0.335
4. C -1.285

(3)
This record from OMol25 describes a cluster of 2 separate species, C3H10NS in total. The level of theory is ωB97M-V/def2-TZVPD.

## Properties
LUMO   4.250 eV
Energy relative to the best compared isomer or geometry (same formula, charge and spin)   8.4 kcal per mole

The geometry in ORCA input format:
```
! wB97M-V def2-TZVPD RIJCOSX def2/J DEFGRID3
* xyz -1 1
C -1.335 -0.970 -1.035
C -0.542 -0.781 0.249
N 0.812 -0.339 -0.063
C 1.569 -0.058 1.145
H -2.321 -1.395 -0.826
H -0.827 -1.667 -1.706
H -1.465 -0.011 -1.535
H -0.473 -1.736 0.780
H -1.073 -0.040 0.867
H 0.718 0.566 -0.544
H 2.578 0.249 0.860
H 1.118 0.748 1.738
H 1.695 -0.964 1.747
S -0.376 2.562 -0.688
H -0.079 3.836 -0.989
*
```

Atomic partial charges in e from the Mulliken method, atoms 1 to 4:
1. C -1.131
2. C -0.319
3. N -0.480
4. C -0.875

(4)
This record from OMol25 describes the ion C21H42N7O12 with charge +1. The level of theory is ωB97M-V/def2-TZVPD.

## Properties
LUMO   -1.899 eV
Energy relative to the best compared isomer or geometry (same formula, charge and spin)   2.3 kcal per mole

The geometry in ORCA input format:
```
! wB97M-V def2-TZVPD RIJCOSX def2/J DEFGRID3
* xyz 1 1
H 6.666 -2.002 -0.374
N 5.747 -2.014 0.046
C 4.856 -2.675 -0.592
N 5.016 -3.230 -1.833
N 3.587 -2.732 -0.089
C 3.338 -2.685 1.341
C 1.984 -3.359 1.609
O 2.023 -4.618 0.993
C 0.797 -2.517 1.097
O 0.743 -2.547 -0.313
C 0.868 -1.059 1.592
O -0.249 -0.459 0.966
C -0.550 0.895 1.236
O -0.026 1.363 2.434
C -1.073 1.659 3.364
C -0.602 2.726 4.332
C -2.302 2.010 2.496
O -3.475 1.726 3.199
C -2.351 3.462 1.988
O -3.589 3.708 1.378
C -2.084 1.019 1.320
O -2.704 1.415 0.119
C -2.812 0.393 -0.838
O -1.578 0.134 -1.447
C -1.259 1.143 -2.399
C 0.249 1.135 -2.661
O 0.747 -0.130 -3.017
C -2.100 0.913 -3.676
O -1.460 0.030 -4.565
C -3.480 0.318 -3.264
O -3.428 -1.082 -3.358
C -3.899 0.797 -1.866
N -5.146 0.176 -1.481
C -5.812 0.825 -0.366
C 2.222 -0.408 1.255
N 2.376 -0.304 -0.184
C 3.341 0.356 -0.813
N 4.235 1.069 -0.132
N 3.352 0.333 -2.148
C 3.325 -1.263 1.933
O 4.571 -0.632 1.892
H 5.955 -3.324 -2.182
H 4.373 -3.944 -2.133
H 2.951 -3.363 -0.558
H 4.120 -3.251 1.868
H 1.864 -3.462 2.699
H 1.178 -5.067 1.106
H -0.130 -2.958 1.498
H 0.001 -1.982 -0.577
H 0.749 -1.027 2.683
H -0.145 1.507 0.413
H -1.339 0.748 3.922
H -0.228 3.593 3.796
H 0.201 2.327 4.944
H -1.427 3.015 4.976
H -4.156 2.347 2.890
H -2.299 4.149 2.835
H -1.512 3.656 1.309
H -3.662 3.129 0.607
H -2.481 0.041 1.630
H -3.101 -0.547 -0.345
H -1.517 2.124 -1.979
H 0.769 1.431 -1.746
H 0.454 1.872 -3.449
H 0.201 -0.421 -3.772
H -2.237 1.874 -4.187
H -2.015 -0.773 -4.603
H -4.234 0.623 -3.998
H -2.978 -1.435 -2.581
H -3.955 1.903 -1.881
H -5.774 0.134 -2.277
H -6.752 0.311 -0.183
H -6.015 1.889 -0.548
H -5.190 0.739 0.523
H 2.245 0.599 1.689
H 1.810 -0.957 -0.721
H 4.981 1.524 -0.631
H 4.436 0.757 0.829
H 4.029 0.875 -2.656
H 2.545 -0.029 -2.651
H 3.046 -1.352 2.994
H 5.175 -1.161 1.270
*
```

Atomic partial charges in e from the Mulliken method, atoms 1 to 4:
1. H 0.169
2. N -0.550
3. C 0.349
4. N -0.474

(5)
This record from OMol25 describes a structure of composition C17H18HgN2O3. The level of theory is ωB97M-V/def2-TZVPD.

## Properties
LUMO   -11.597 eV
Energy relative to the best compared isomer or geometry (same formula, charge and spin)   380.4 kcal per mole

The geometry in ORCA input format:
```
! wB97M-V def2-TZVPD RIJCOSX def2/J DEFGRID3
* xyz 2 1
C 1.861 -3.936 2.603
C 0.820 -2.966 2.728
C -0.325 -1.849 2.240
C -1.932 -2.163 2.114
C -2.979 -0.972 1.583
C -2.450 0.549 1.133
N -3.393 1.619 0.609
C -3.972 1.016 -0.511
C -3.015 0.472 -1.736
C -5.596 0.771 -0.678
C -0.841 0.817 1.292
C 0.184 -0.346 1.834
C 1.719 0.321 1.860
O 2.826 -0.162 2.434
N 1.461 1.597 1.094
O 2.507 2.302 0.642
C 2.508 2.444 -0.822
C 2.307 1.050 -1.660
C 3.218 -0.211 -1.143
C 3.757 -1.186 -2.391
C 0.073 2.172 0.937
O -0.363 3.391 0.577
H 2.810 -4.635 2.414
H -2.347 -3.238 2.396
H -4.152 -1.164 1.498
H -3.553 0.716 -2.771
H -2.928 -0.710 -1.707
H -1.941 0.981 -1.764
H -6.191 1.107 0.290
H -5.781 -0.374 -0.861
H -5.969 1.328 -1.658
H 3.555 2.898 -1.120
H 1.701 3.247 -1.174
H 2.662 1.280 -2.776
H 1.175 0.730 -1.755
H 2.486 -0.917 -0.518
H 4.128 0.179 -0.510
H 3.572 -2.313 -2.047
H 4.907 -1.092 -2.581
H 3.082 -1.015 -3.331
Hg 4.409 -1.738 3.238
*
```

Atomic partial charges in e from the Mulliken method, atoms 1 to 4:
1. C -0.304
2. C -0.256
3. C 0.723
4. C -0.435

(6)
This record from OMol25 describes a structure of composition C27H18AuN7O8P. The level of theory is ωB97M-V/def2-TZVPD.

## Properties
LUMO (spin up / spin down)   -3.435 / -5.631 eV
Energy relative to the best compared isomer or geometry (same formula, charge and spin)   8.6 kcal per mole
Expectation value of S²   2.0096

The geometry in ORCA input format:
```
! wB97M-V def2-TZVPD RIJCOSX def2/J DEFGRID3
* xyz 1 3
Au -0.273 -1.475 -1.508
N -0.934 -2.241 1.273
C -0.374 -0.037 1.912
C -0.004 0.380 3.290
C 0.021 1.675 3.625
C -0.231 2.708 2.649
C -0.518 2.440 1.369
C -0.647 1.055 0.897
P -0.611 0.852 -0.936
C -2.093 1.680 -1.505
C -2.085 3.046 -1.801
C -3.256 3.660 -2.208
C -4.427 2.919 -2.327
C -4.433 1.561 -2.043
C -3.267 0.937 -1.634
C 0.832 1.733 -1.514
C 0.891 2.051 -2.874
C 2.041 2.618 -3.396
C 3.132 2.859 -2.571
C 3.078 2.533 -1.223
C 1.933 1.963 -0.691
H -0.704 -3.224 1.206
H -1.892 -1.915 1.337
H 0.452 -0.364 5.000
H 0.235 1.960 4.648
H -0.157 3.737 2.974
H -0.630 3.233 0.644
H -1.170 3.620 -1.728
H -3.255 4.716 -2.440
H -5.336 3.404 -2.656
H -5.339 0.983 -2.161
H -3.257 -0.129 -1.447
H 0.043 1.857 -3.519
H 2.088 2.865 -4.448
H 4.031 3.297 -2.983
H 3.932 2.718 -0.585
H 1.905 1.699 0.358
O 3.156 -3.563 4.759
N 3.851 -3.510 3.763
O 4.987 -3.911 3.669
C 3.253 -2.896 2.568
C 1.944 -2.473 2.628
C 1.394 -1.861 1.516
C 2.098 -1.712 0.288
O 1.613 -1.111 -0.752
C 3.426 -2.193 0.308
C 4.013 -2.745 1.422
N 4.244 -2.124 -0.916
O 3.680 -2.299 -1.973
O 5.423 -1.884 -0.765
N 0.033 -1.398 1.579
O 0.198 -0.667 4.118
O -1.686 0.236 1.515
H 1.380 -2.602 3.538
H 5.043 -3.072 1.391
O -2.062 -2.093 -2.237
N -2.622 -2.865 -1.309
C -3.853 -3.165 -1.542
C -4.510 -3.978 -0.557
N -5.011 -4.635 0.240
C -4.580 -2.657 -2.673
N -5.136 -2.193 -3.563
*
```

Atomic partial charges in e from the Mulliken method, atoms 1 to 4:
1. Au 0.368
2. N -0.348
3. C 0.337
4. C 0.349

(7)
This record from OMol25 describes a structure of composition C16H24HfNO4Sb. The level of theory is ωB97M-V/def2-TZVPD.

## Properties
LUMO   -8.467 eV
Energy relative to the best compared isomer or geometry (same formula, charge and spin)   3.4 kcal per mole

The geometry in ORCA input format:
```
! wB97M-V def2-TZVPD RIJCOSX def2/J DEFGRID3
* xyz 2 1
Hf -1.479 0.355 -0.053
O -2.168 -1.698 -3.501
C -2.253 -0.853 -2.683
O -1.230 -0.475 -1.829
C -3.493 -0.067 -2.330
C -4.665 0.023 -3.051
C -5.665 0.861 -2.556
C -5.475 1.589 -1.381
C -4.278 1.425 -0.714
N -3.344 0.596 -1.182
C -3.832 2.147 0.534
O -4.413 3.003 1.094
O -2.581 1.664 0.904
H -4.788 -0.531 -3.972
H -6.594 0.963 -3.102
H -6.225 2.269 -0.999
C 3.736 -0.375 2.488
C 2.222 -0.383 2.683
C 1.755 0.815 3.509
Sb 1.091 -0.532 0.853
C 1.530 1.087 -0.564
C 0.539 2.253 -0.492
C 2.942 1.639 -0.345
C 1.553 -2.318 -0.254
C 2.976 -2.823 -0.037
C 0.524 -3.400 0.057
H 4.206 -0.453 3.469
H 4.072 0.560 2.042
H 4.100 -1.202 1.882
H 1.925 -1.306 3.189
H 2.032 1.758 3.031
H 2.253 0.791 4.479
H 0.680 0.818 3.692
H 1.466 0.600 -1.540
H 0.436 2.672 0.513
H -0.505 2.099 -0.892
H 0.819 3.063 -1.171
H 3.033 2.138 0.620
H 3.171 2.372 -1.120
H 3.694 0.853 -0.395
H 1.435 -1.990 -1.291
H 3.135 -3.143 0.994
H 3.737 -2.086 -0.294
H 3.139 -3.695 -0.672
H 0.608 -3.757 1.086
H 0.685 -4.254 -0.601
H -0.508 -3.072 -0.099
*
```

Atomic partial charges in e from the Mulliken method, atoms 1 to 4:
1. Hf 0.635
2. O -0.435
3. C 0.295
4. O -0.191

(8)
This record from OMol25 describes a structure of composition C22H45ErN2P3SSe. The level of theory is ωB97M-V/def2-TZVPD.

## Properties
LUMO (spin up / spin down)   -10.181 / -10.171 eV
Expectation value of S²   3.7532

The geometry in ORCA input format:
```
! wB97M-V def2-TZVPD RIJCOSX def2/J DEFGRID3
* xyz 3 4
Er -1.754 0.810 0.078
P 1.363 -0.905 0.245
P 0.594 2.393 -1.025
P -2.050 -2.089 0.126
H -4.051 1.568 -2.588
C -3.988 0.783 -1.815
C -3.866 1.120 -0.415
H -3.808 2.194 -0.140
C 2.035 -1.820 -1.217
C 3.000 -0.186 0.722
C 1.455 -2.322 1.422
C -0.028 4.021 -1.619
C 2.147 2.960 -0.177
C 1.374 1.772 -2.577
C -3.804 -2.354 -0.393
C -2.055 -3.111 1.645
C -1.284 -3.189 -1.145
H -4.670 -0.027 -2.105
H -4.361 0.484 0.309
H 3.011 -2.237 -0.924
H 2.167 -1.127 -2.058
H 1.359 -2.628 -1.513
H 3.639 -1.008 1.075
H 2.872 0.539 1.538
H 3.484 0.289 -0.141
H 2.514 -2.543 1.611
H 0.975 -3.214 1.008
H 0.984 -2.041 2.370
H 0.532 4.843 -1.153
H -1.083 4.101 -1.329
H 0.049 4.092 -2.713
H 3.039 2.457 -0.583
H 2.070 2.743 0.897
H 2.272 4.046 -0.311
H 1.583 2.633 -3.230
H 0.687 1.087 -3.091
H 2.314 1.246 -2.350
H -3.923 -3.406 -0.697
H -4.080 -1.701 -1.230
H -4.459 -2.140 0.465
H -2.214 -4.174 1.424
H -2.871 -2.764 2.289
H -1.117 -3.002 2.197
H -1.967 -4.018 -1.376
H -0.320 -3.598 -0.824
H -1.131 -2.620 -2.073
C -1.942 0.635 -3.952
C -1.980 -0.383 -5.021
C -1.163 0.070 -6.206
C -1.158 1.408 -6.516
C -1.682 2.368 -5.591
C -1.999 2.000 -4.280
S -1.825 -0.163 -2.488
H -1.543 -1.258 -4.513
H -3.040 -0.536 -5.335
H -0.663 -0.710 -6.791
H -0.752 1.763 -7.470
H -1.767 3.425 -5.878
H -2.263 2.725 -3.492
C 1.945 2.623 3.557
N 1.213 1.438 3.967
C 1.724 0.481 4.829
C 0.748 -0.439 5.039
N -0.353 -0.043 4.287
C -1.633 -0.724 4.319
C -0.081 1.128 3.622
Se -1.225 2.074 2.502
H 1.256 3.293 3.041
H 2.782 2.365 2.895
H 2.355 3.121 4.444
H 2.716 0.548 5.245
H 0.725 -1.313 5.666
H -1.497 -1.800 4.147
H -2.111 -0.580 5.299
H -2.278 -0.305 3.535
*
```

Atomic partial charges in e from the Mulliken method, atoms 1 to 4:
1. Er 0.481
2. P 0.975
3. P 1.156
4. P 0.973